DFT (ωB97M-V/def2-TZVPD) results for the ion C4H7N2 with charge +1 at a distorted geometry.

Positions of all 13 atoms, in Å:
N1 -0.80399 -1.85310 1.59125
N2 0.23226 -0.07031 0.37659
C1 -0.46508 0.91632 -0.48025
C2 0.15123 -2.47402 0.93044
C3 -0.67406 -0.62176 1.63249
C4 0.63709 -1.46376 -0.12251
H1 1.16599 0.16962 0.74979
H2 0.01117 -1.74894 -1.12993
H3 -1.42775 0.53990 -0.54803
H4 -0.33413 1.88025 0.10266
H5 1.59361 -1.76443 -0.47481
H6 -1.18699 0.05398 2.22871
H7 0.11541 0.76992 -1.37133

Computed properties:
Energy   -7228.7731 eV
Net charge   +1
Largest force on an atom   0.1028 hartree/bohr
Kohn-Sham gap (spin up / spin down)   7.9935 / 7.6767 eV

DFT (ωB97M-V/def2-TZVPD) results for a structure of composition C4H7N2 at a distorted geometry.

Positions of all 13 atoms, in Å:
N1 -0.56043 -0.49777 0.78823
N2 -0.66963 0.78192 -0.88889
C1 0.68152 -0.98410 0.37475
C2 -1.44986 -0.30932 -0.44913
C3 1.30437 0.84512 0.60702
C4 0.02454 0.58848 0.25208
H1 0.76474 -1.45932 -0.67494
H2 1.11590 -1.47471 1.15486
H3 -2.48357 -0.24887 -0.09463
H4 1.63113 0.71454 1.73541
H5 -0.95068 1.69015 -1.43542
H6 -1.38021 -1.11016 -1.31099
H7 1.97219 1.46405 -0.05836

Computed properties:
Energy   -7229.7981 eV
Net charge   +1
Largest force on an atom   0.1018 hartree/bohr
Kohn-Sham gap   11.2071 eV

DFT (ωB97M-V/def2-TZVPD) results for a cluster of 2 separate species, C4H7N2 in total at a distorted geometry.

Positions of all 13 atoms, in Å:
N1 0.57240 1.14926 -0.09084
N2 -3.09512 -0.92868 0.05441
C1 2.44241 -0.13315 0.01957
C2 2.89497 -1.23280 0.08413
C3 1.88998 1.19299 -0.03555
C4 -0.57042 0.95375 -0.04555
H1 -3.30272 -1.82653 -0.11471
H2 -3.65339 -0.78042 0.90691
H3 2.18692 1.79238 0.91120
H4 -1.57005 0.49661 -0.26860
H5 -3.62950 -0.29630 -0.71230
H6 2.38949 1.73472 -1.01656
H7 3.44503 -2.12184 0.30787

Computed properties:
Energy   -7230.1711 eV
Net charge   +1
Largest force on an atom   0.1518 hartree/bohr
Kohn-Sham gap   9.8007 eV

DFT (ωB97M-V/def2-TZVPD) results for a structure of composition C4H7N2 at a distorted geometry.

Positions of all 13 atoms, in Å:
N1 0.04692 0.13834 0.04230
N2 -0.99445 1.05155 0.01154
C1 -1.90163 0.13692 -0.04810
C2 1.17171 0.41533 -0.69285
C3 -0.96838 -0.96002 0.02804
C4 1.31528 0.33633 0.75573
H1 -0.79840 -1.43585 0.92359
H2 -2.94618 0.14381 -0.31375
H3 -0.64096 -1.76013 -0.69144
H4 1.97207 -0.41439 1.24278
H5 1.12163 1.37013 1.29839
H6 1.11480 1.37296 -1.23691
H7 1.50761 -0.39499 -1.31931

Computed properties:
Energy   -7230.3690 eV
Net charge   +1
Largest force on an atom   0.0833 hartree/bohr
Kohn-Sham gap   12.4079 eV

Across the entries above, energy relative to the best compared isomer or geometry (same formula, charge and spin) takes the values 672.0; 573.1; 537.1; 518.1 kJ/mol, respectively.